Computed, not measured: C31H23MgN10S5 as an isolated structure, with wB97M-V/def2-TZVPD.

ORCA input file:
```
! wB97M-V def2-TZVPD RIJCOSX def2/J DEFGRID3
* xyz -1 1
Mg -0.859 -0.581 -0.106
C -3.054 0.162 -4.036
C -2.775 0.083 -2.695
N -1.562 -0.256 -2.250
C -0.636 -0.523 -3.166
C -0.949 -0.460 -4.531
N -2.134 -0.113 -4.975
C 0.712 -0.830 -2.651
C 1.775 -1.196 -3.459
C 2.982 -1.526 -2.853
C 3.106 -1.397 -1.474
C 2.007 -1.002 -0.737
N 0.835 -0.696 -1.332
C 2.037 -0.748 0.717
C 3.180 -0.966 1.512
N 3.232 -0.632 2.776
C 2.125 -0.075 3.297
C 0.996 0.138 2.542
N 0.955 -0.182 1.245
C 4.126 -1.997 -3.657
C 4.384 -1.497 -4.929
C 5.478 -1.970 -5.632
N 6.317 -2.891 -5.172
C 6.059 -3.375 -3.961
C 4.996 -2.969 -3.173
H -4.038 0.457 -4.376
H -3.533 0.274 -1.946
H -0.197 -0.693 -5.271
H 1.635 -1.340 -4.517
H 4.038 -1.634 -0.986
H 4.048 -1.452 1.092
H 2.147 0.198 4.344
H 0.100 0.574 2.971
H 3.757 -0.730 -5.363
H 5.690 -1.582 -6.623
H 6.735 -4.140 -3.600
H 4.824 -3.437 -2.215
S -1.892 -3.014 -1.105
S -0.545 -3.687 -2.432
S 1.194 -4.379 -1.393
S 1.398 -3.448 0.390
S -2.323 -1.078 1.833
C -2.427 0.589 2.303
N -2.639 1.053 3.490
N -2.733 0.131 4.466
C -2.883 0.528 5.780
C -3.111 1.862 6.117
C -3.263 2.209 7.448
C -3.198 1.254 8.453
C -2.973 -0.072 8.108
C -2.812 -0.439 6.785
N -2.297 1.688 1.398
N -1.748 1.409 0.307
C -1.718 2.505 -0.617
C -0.610 2.597 -1.447
C -0.558 3.604 -2.396
C -1.616 4.495 -2.517
C -2.720 4.387 -1.683
C -2.780 3.388 -0.725
H -2.560 -0.845 4.224
H -3.159 2.602 5.336
H -3.436 3.246 7.702
H -3.320 1.536 9.488
H -2.914 -0.832 8.877
H -2.626 -1.471 6.522
H 0.195 1.880 -1.349
H 0.300 3.683 -3.048
H -1.585 5.270 -3.269
H -3.546 5.077 -1.784
H -3.633 3.278 -0.072
*
```

* molecular weight: 720.24 g/mol
* gap between HOMO and LUMO: 4.783 eV
* E: -3933.925287 a.u.
* highest occupied orbital energy: -0.1222 Ha

Results of the Löwdin charge analysis, in e, for atoms 1 through 2:
1 Mg 0.273
2 C -0.114


Computed, not measured: a 6-piece molecular cluster, H14NO5 overall, with wB97M-V/def2-TZVPD.

ORCA input file:
```
! wB97M-V def2-TZVPD RIJCOSX def2/J DEFGRID3
* xyz 1 1
N 1.033 -0.702 0.593
H 0.463 -1.385 0.099
H 1.925 -0.541 0.107
H 1.303 -1.099 1.496
H 0.572 0.212 0.762
H -2.246 3.865 -0.461
H -2.970 2.831 -1.328
O -2.259 2.928 -0.685
H -0.471 -1.435 -2.704
H 0.503 -2.599 -2.630
O 0.222 -1.808 -2.147
H 1.968 -0.405 -2.216
H 2.516 1.041 -2.129
O 2.439 0.214 -1.645
H -0.427 2.026 1.660
H -1.291 1.870 0.398
O -0.621 1.411 0.944
H -1.451 -2.203 3.612
H -0.029 -2.625 3.330
O -0.734 -2.066 2.981
*
```

* molecular weight: 108.11 g/mol
* gap between HOMO and LUMO: 12.099 eV
* E: -439.149197 a.u.
* highest occupied orbital energy: -0.5458 Ha

Results of the Löwdin charge analysis, in e, for atoms 1 through 2:
1 N 0.284
2 H 0.112


- Look up the highest occupied orbital energy of the first one.
  -0.1222 Ha


- What is the E in the first record?
  -3933.925287 a.u.


Repeat the second record exactly.
Computed, not measured: a 6-piece molecular cluster, H14NO5 overall, with wB97M-V/def2-TZVPD.

ORCA input file:
```
! wB97M-V def2-TZVPD RIJCOSX def2/J DEFGRID3
* xyz 1 1
N 1.033 -0.702 0.593
H 0.463 -1.385 0.099
H 1.925 -0.541 0.107
H 1.303 -1.099 1.496
H 0.572 0.212 0.762
H -2.246 3.865 -0.461
H -2.970 2.831 -1.328
O -2.259 2.928 -0.685
H -0.471 -1.435 -2.704
H 0.503 -2.599 -2.630
O 0.222 -1.808 -2.147
H 1.968 -0.405 -2.216
H 2.516 1.041 -2.129
O 2.439 0.214 -1.645
H -0.427 2.026 1.660
H -1.291 1.870 0.398
O -0.621 1.411 0.944
H -1.451 -2.203 3.612
H -0.029 -2.625 3.330
O -0.734 -2.066 2.981
*
```

* molecular weight: 108.11 g/mol
* gap between HOMO and LUMO: 12.099 eV
* E: -439.149197 a.u.
* highest occupied orbital energy: -0.5458 Ha

Results of the Löwdin charge analysis, in e, for atoms 1 through 2:
1 N 0.284
2 H 0.112


- Number 1 is which compound?
  C31H23MgN10S5